Below is a 14-piece molecular cluster, C75H163F3O42 overall in a non-equilibrium geometry, with properties calculated with the ωB97M-V functional and the def2-TZVPD basis.

```
283
Properties=species:S:1:pos:R:3:lowdin_charge:R:1
C 12.7007 13.2750 16.0699 -0.110
O 12.4782 13.5452 17.3992 -0.192
C 12.1613 12.4802 18.2656 -0.179
C 13.4430 11.7532 18.5900 -0.164
O 13.9168 10.9685 17.4620 -0.204
C 13.0435 9.8274 17.2182 -0.136
C 13.7145 9.1008 15.9933 -0.213
O 13.5532 9.9611 14.9117 -0.189
C 13.9572 9.4812 13.6360 -0.097
H 11.8709 12.6380 15.5961 0.129
H 13.6003 12.6612 15.9221 0.081
H 12.7735 14.2095 15.5475 0.058
H 11.3580 11.8590 17.8578 0.122
H 11.7573 12.9426 19.1309 0.122
H 13.1689 11.0642 19.4043 0.120
H 14.2334 12.4199 18.9438 0.109
H 11.9881 10.2574 16.9445 0.143
H 13.0916 9.1826 18.1593 0.141
H 13.2904 8.0983 15.8461 0.120
H 14.8016 8.9425 16.2843 0.137
H 13.4430 8.5856 13.3312 0.075
H 15.0347 9.2573 13.5992 0.080
H 13.8677 10.1478 12.7679 0.089
C 22.6981 13.4311 24.9063 -0.047
O 22.7944 14.6469 24.0817 -0.208
C 21.8749 15.7162 24.4563 -0.149
C 22.4489 16.4985 25.6089 -0.126
O 23.7176 17.1332 25.1657 -0.172
C 24.6672 17.2541 26.1662 -0.214
C 24.2954 18.1816 27.2722 -0.199
O 23.5846 17.4479 28.2360 -0.190
C 23.3131 18.1319 29.4201 -0.107
H 22.8722 13.5544 25.9790 0.081
H 23.3300 12.7271 24.4263 0.078
H 21.6769 13.0205 24.8723 0.079
H 20.9437 15.2787 24.7591 0.116
H 21.7781 16.4820 23.6124 0.145
H 22.6594 15.6972 26.3154 0.118
H 21.7992 17.1780 26.0755 0.094
H 25.6043 17.6681 25.6818 0.148
H 24.9374 16.2832 26.5177 0.128
H 23.7616 19.0623 26.8774 0.142
H 25.2321 18.4440 27.6785 0.112
H 22.8709 19.1084 29.2593 0.085
H 24.2492 18.2500 29.9871 0.097
H 22.6908 17.4543 29.9900 0.082
C 23.9928 20.8595 24.4673 -0.099
O 22.8731 21.2645 25.1948 -0.200
C 21.6146 21.0179 24.6076 -0.172
C 20.5297 21.3779 25.6685 -0.152
O 20.2621 20.1748 26.3938 -0.159
C 19.2435 20.3729 27.4109 -0.170
C 19.8816 20.8098 28.7063 -0.210
O 19.2528 20.3062 29.8671 -0.202
C 17.9464 20.8935 30.1983 -0.072
H 23.8645 21.4131 23.5386 0.101
H 24.0342 19.7723 24.3736 0.061
H 24.8745 21.1217 24.9535 0.073
H 21.5509 19.9481 24.3450 0.114
H 21.5052 21.6604 23.6824 0.140
H 19.5786 21.6857 25.3132 0.106
H 20.9420 22.0770 26.3783 0.120
H 18.7900 19.4073 27.5562 0.097
H 18.4932 21.0240 27.0505 0.109
H 19.9742 21.9003 28.6918 0.122
H 20.8815 20.3904 28.7934 0.116
H 17.5622 20.5384 31.1923 0.096
H 17.1563 20.6058 29.4586 0.081
H 17.9798 22.0257 30.0613 0.098
C 11.3408 22.2307 19.6919 -0.126
O 12.3642 22.3779 18.7203 -0.197
C 13.4184 21.3620 18.8239 -0.130
C 14.4411 21.6892 19.9896 -0.156
O 13.7307 21.4464 21.1906 -0.210
C 14.5739 21.3377 22.3649 -0.140
C 13.7465 22.0298 23.4156 -0.153
O 12.7926 21.0628 24.0203 -0.200
C 12.0760 21.7587 25.0114 -0.139
H 10.9629 21.1511 19.7488 0.089
H 10.4807 22.8696 19.3442 0.099
H 11.6069 22.6007 20.6942 0.077
H 13.9182 21.4038 17.8492 0.111
H 12.9110 20.3482 18.9366 0.125
H 14.6728 22.7573 20.0501 0.132
H 15.3163 21.0857 19.8715 0.109
H 15.5394 21.7298 22.1200 0.114
H 14.7221 20.2246 22.5710 0.144
H 13.2393 22.8977 22.9196 0.136
H 14.3085 22.4593 24.2497 0.121
H 11.7942 22.7599 24.6722 0.083
H 12.6492 21.8538 25.9243 0.073
H 11.1581 21.1112 25.2352 0.115
C 25.6309 15.9347 17.7849 -0.121
O 25.8236 17.0707 16.9885 -0.166
C 26.1724 18.2202 17.7816 -0.183
C 25.1743 19.2763 17.5510 -0.216
O 23.9740 18.6610 17.9472 -0.146
C 22.9404 19.5995 18.0635 -0.217
C 21.6039 18.9381 18.0729 -0.161
O 21.3617 18.0537 16.9669 -0.225
C 21.8269 18.3470 15.6857 -0.107
H 25.6244 15.1052 17.1185 0.082
H 24.7231 15.9206 18.3507 0.075
H 26.3607 15.7764 18.5203 0.067
H 27.1635 18.4694 17.3886 0.134
H 26.1090 17.9010 18.8424 0.115
H 25.0997 19.5850 16.5209 0.125
H 25.4367 20.1563 18.1782 0.142
H 23.1139 20.3681 17.2271 0.144
H 23.2184 20.1699 18.9225 0.116
H 20.7892 19.7223 18.0929 0.140
H 21.4027 18.3207 19.0036 0.108
H 22.9426 18.3738 15.5868 0.095
H 21.4342 19.2872 15.2883 0.090
H 21.5426 17.5067 15.0659 0.088
C 15.6305 14.2664 13.8171 -0.074
O 14.6918 13.5511 13.0305 -0.183
C 14.2768 14.1985 11.8774 -0.217
C 13.0272 15.1037 12.0715 -0.159
O 13.1441 16.1519 13.0307 -0.153
C 13.8552 17.3279 12.6990 -0.209
C 13.8845 18.2426 13.8700 -0.194
O 12.6283 18.8436 14.2725 -0.191
C 12.9002 19.9271 15.1252 -0.125
H 16.2252 13.5310 14.3784 0.068
H 15.2006 15.0432 14.4708 0.085
H 16.3230 14.7492 13.1152 0.094
H 13.9648 13.4402 11.1312 0.134
H 15.0716 14.8035 11.4838 0.104
H 12.1251 14.5477 12.4067 0.141
H 12.9400 15.4959 11.0614 0.113
H 13.3760 17.8183 11.7811 0.156
H 14.8855 17.1194 12.4590 0.114
H 14.6251 19.0730 13.6853 0.140
H 14.2512 17.6334 14.7131 0.128
H 13.5368 20.5977 14.5969 0.069
H 13.4589 19.6598 16.0048 0.073
H 11.9576 20.4589 15.3354 0.110
C 13.1287 11.7424 27.0915 -0.141
O 13.9012 11.4469 25.9806 -0.192
C 15.3065 11.6979 26.1167 -0.178
C 15.7162 13.0035 25.4489 -0.199
O 15.5792 12.9507 24.0466 -0.130
C 16.1047 14.1692 23.5162 -0.188
C 15.5780 14.3023 22.1367 -0.197
O 16.0510 13.4294 21.1226 -0.185
C 15.6758 12.0447 21.3006 -0.061
H 13.1069 12.7680 27.3527 0.067
H 13.4569 11.2310 28.0305 0.092
H 12.1803 11.2787 26.7979 0.098
H 15.9084 10.8413 25.7444 0.129
H 15.5017 11.6145 27.2385 0.135
H 16.7411 13.1685 25.7787 0.110
H 14.9882 13.8029 25.8177 0.148
H 17.1972 14.2595 23.6592 0.143
H 15.6937 14.9840 24.0610 0.098
H 15.8402 15.2838 21.8261 0.090
H 14.5012 14.1581 22.2993 0.145
H 16.1076 11.6841 22.1872 0.060
H 16.0510 11.6013 20.4261 0.066
H 14.5605 11.9756 21.3993 0.105
C 17.2535 17.7451 24.1307 -0.075
O 18.5317 17.5943 23.4778 -0.182
C 18.8862 18.7907 22.8318 -0.193
C 18.6564 18.4795 21.3286 -0.195
O 17.2737 18.5154 20.9376 -0.161
C 17.0330 17.3802 19.9916 -0.116
C 15.4950 17.2664 19.9942 -0.178
O 14.8376 16.8741 18.7939 -0.205
C 15.0501 15.5240 18.4589 -0.085
H 16.4690 17.9710 23.3545 0.098
H 17.3252 18.4664 24.9452 0.082
H 16.9701 16.8030 24.5791 0.059
H 19.9506 19.0578 23.0199 0.109
H 18.3877 19.7090 23.1503 0.119
H 19.0925 17.4879 21.0897 0.096
H 19.2556 19.0728 20.5890 0.124
H 17.6501 16.5063 20.2969 0.120
H 17.3782 17.6524 18.9922 0.121
H 15.0551 18.2642 20.2563 0.127
H 15.1111 16.5718 20.7458 0.096
H 16.1206 15.2942 18.3917 0.084
H 14.5616 15.3633 17.4521 0.094
H 14.5988 14.8194 19.1654 0.083
C 24.7333 10.0567 18.7278 -0.113
O 23.3478 10.1119 18.8227 -0.168
C 22.7785 11.2816 18.3584 -0.199
C 22.8209 12.5181 19.3013 -0.142
O 21.6664 12.5449 20.2089 -0.181
C 21.7057 13.6396 21.1161 -0.174
C 20.3005 13.7708 21.7755 -0.142
O 19.9937 12.8869 22.8653 -0.220
C 20.0365 11.4873 22.6149 -0.093
H 25.0558 10.1474 17.6814 0.091
H 25.0970 9.1853 19.2328 0.083
H 25.1379 10.9787 19.2349 0.093
H 21.7231 11.2056 18.1508 0.125
H 23.3577 11.6144 17.5234 0.107
H 22.7828 13.4646 18.6822 0.130
H 23.7448 12.6168 19.8395 0.100
H 21.7618 14.5620 20.5012 0.115
H 22.5511 13.6121 21.7912 0.111
H 19.4534 13.5771 21.0291 0.134
H 20.1906 14.8086 22.1210 0.113
H 19.0415 11.0306 22.3118 0.101
H 20.2549 11.0721 23.5764 0.067
H 20.8063 11.1987 21.9098 0.077
C 20.3169 17.1753 28.8886 -0.137
O 19.0928 17.3519 28.3207 -0.194
C 18.9759 16.5554 27.1642 -0.187
C 17.8671 15.4848 27.2177 -0.164
O 16.5456 15.9191 27.0009 -0.194
C 16.1050 17.1421 27.6310 -0.146
C 14.7239 17.2269 27.0365 -0.266
O 14.0305 18.2584 27.5945 -0.162
C 12.9583 18.7096 26.7424 -0.070
H 20.4354 16.1480 29.2818 0.111
H 20.4064 17.8480 29.7127 0.082
H 21.0490 17.2748 28.0651 0.077
H 19.9642 16.1005 27.0622 0.104
H 18.7776 17.1050 26.2668 0.106
H 17.9183 15.0784 28.2245 0.130
H 18.0784 14.8011 26.3991 0.112
H 16.7848 18.0150 27.2414 0.141
H 16.1411 16.9837 28.7335 0.145
H 14.2898 16.2007 27.3052 0.153
H 14.7979 17.3115 25.9544 0.108
H 12.0935 17.9993 26.6860 0.107
H 13.3267 18.7912 25.7195 0.060
H 12.6053 19.6738 27.1061 0.075
C 17.6627 11.3745 13.5167 -0.134
O 17.8028 11.9512 14.7816 -0.185
C 16.8651 11.3564 15.6362 -0.222
C 16.9128 12.0152 16.9821 -0.181
O 18.1824 11.6908 17.5205 -0.122
C 18.5692 12.6846 18.4879 -0.168
C 19.1836 13.8472 17.7503 -0.212
O 18.9936 15.0558 18.4341 -0.179
C 19.7746 16.1283 17.9464 -0.096
H 18.3644 11.8883 12.7741 0.115
H 16.6463 11.4744 13.0905 0.071
H 17.7637 10.2545 13.5580 0.099
H 17.0519 10.3017 15.8189 0.132
H 15.9144 11.4659 15.1478 0.103
H 16.1935 11.6265 17.6271 0.092
H 16.8230 13.0936 16.8336 0.123
H 19.3475 12.1953 19.1337 0.128
H 17.7433 13.0597 19.0188 0.090
H 18.7179 13.8603 16.7061 0.141
H 20.2436 13.5948 17.5606 0.126
H 19.5564 16.3784 16.9288 0.087
H 20.8137 15.9106 18.0439 0.079
H 19.5874 16.9907 18.5913 0.071
C 24.7239 16.5510 22.4728 0.016
C 24.8481 18.0841 22.2661 -0.279
O 23.5859 18.4767 21.8625 0.112
C 22.9032 17.3391 21.4118 -0.542
O 21.7526 17.4109 21.0735 0.135
O 23.5861 16.2455 21.6085 0.069
F 25.7203 18.4189 21.2160 0.016
H 24.3066 16.3758 23.5122 0.120
H 25.5551 15.9570 22.1016 0.145
H 25.1825 18.7034 23.0694 0.133
C 11.7088 16.6200 16.3764 -0.066
C 11.6635 17.3019 17.6708 -0.271
O 10.6750 16.5214 18.4101 0.113
C 10.0925 15.5765 17.5865 -0.532
O 9.2470 14.8212 17.9260 0.174
O 10.5745 15.7514 16.3256 0.073
F 11.2125 18.5846 17.5977 0.051
H 12.6009 16.0231 16.2596 0.106
H 11.5643 17.2682 15.5088 0.139
H 12.5859 17.4002 18.1629 0.132
C 11.4746 18.8783 21.2203 -0.015
C 10.5710 18.5368 22.4431 -0.253
O 11.5379 18.1558 23.4038 0.110
C 12.7799 18.0197 22.8594 -0.549
O 13.7539 17.7086 23.4745 0.142
O 12.7799 18.3301 21.5495 0.061
F 9.8176 17.4182 22.2114 0.064
H 11.7058 19.9383 21.1091 0.096
H 11.0512 18.4116 20.3604 0.114
H 9.9474 19.3442 22.8387 0.170
```

Calculated values
Net charge: 0
Highest occupied orbital energy, eV: -8.83
Electronic energy, eV: -174542.776
Kohn-Sham gap, eV: 9.2

Below is AlN4O12 as an isolated structure in a non-equilibrium geometry, with properties calculated with the ωB97M-V functional and the def2-TZVPD basis.

```
17
Properties=species:S:1:pos:R:3:mulliken_spin:R:1
Al -1.8068 2.1754 -23.8197 -0.002
N 0.4457 -0.9609 -22.3583 -0.026
O 1.4036 -0.8442 -21.5833 0.146
O 0.4074 -2.0021 -23.0241 0.237
O -0.2301 0.0681 -22.7009 0.221
N -2.2499 -1.4843 -25.4828 -0.014
O -3.1932 -1.8359 -26.0767 0.052
O -2.2482 -0.6324 -24.6380 0.143
O -1.1374 -1.9627 -25.7519 0.238
N 1.7024 4.1648 -23.0297 0.000
O 2.7156 3.5432 -23.1422 0.001
O 1.5839 5.0437 -22.1660 0.002
O 0.6280 3.7280 -23.5388 0.003
N -1.8509 5.8060 -21.7096 0.000
O -2.6774 6.5586 -22.1426 0.000
O -0.8774 6.2037 -21.0398 0.000
O -1.8180 4.6417 -22.1548 0.000
```

Calculated values
Net charge: -2
Spin multiplicity: 2
Highest occupied orbital energy (alpha / beta), eV: -1.92 / -1.90
Electronic energy, eV: -37110.847
Kohn-Sham gap (alpha / beta), eV: 6.6 / 2.5

Below is C3H6N4O as an isolated structure in a non-equilibrium geometry, with properties calculated with the ωB97M-V functional and the def2-TZVPD basis.

```
14
Properties=species:S:1:pos:R:3:lowdin_charge:R:1
C 1.1162 1.7393 0.0612 -0.146
C -1.5861 -0.4020 0.4457 -0.062
C -0.1432 -0.5992 0.7395 -0.401
H -0.1206 1.6652 0.6887 0.174
H 1.9762 2.1777 0.9356 0.134
H 0.9672 2.6722 -0.6707 0.091
H 2.2767 0.2531 -1.1449 0.213
H -2.3920 -0.2843 1.2142 0.127
H 1.1963 -1.7672 1.8457 0.071
N 1.4573 0.4052 -0.3457 -0.190
N 0.5766 -0.5220 -0.5375 -0.047
N -1.7019 -0.0336 -0.8498 0.036
N 0.2409 -1.3083 1.7997 0.124
O -0.5294 0.1330 -1.3517 -0.126
```

Calculated values
Net charge: 0
Highest occupied orbital energy, eV: -9.14
Electronic energy, eV: -11208.492
Kohn-Sham gap, eV: 9.2
Energy above the lowest of the compared OMol25 structures with the same formula, charge and spin, kcal per mole: 191.0